Molecular formula: C28H57AuGeN2S3Si3
Method: DFT, wB97M-V/def2-TZVPD

Geometry as XYZ:
```
95
Properties=species:S:1:pos:R:3:forces:R:3
Au 0.992998 -0.702492 0.630184 -0.14 0.06 -0.33
Ge -0.249589 1.723363 1.216780 -0.81 0.75 0.13
S 0.824941 0.516514 -2.716754 0.00 -0.17 -0.10
S 3.561479 -1.203914 -1.480738 -0.02 0.00 -0.23
S 3.920539 0.703716 -4.793608 -0.04 -0.02 0.12
Si -2.636546 1.328628 0.663854 -0.04 -0.90 -0.20
Si 0.106070 2.049919 3.610043 0.32 -0.40 0.63
Si 0.413177 3.836897 0.118919 0.74 -0.15 -0.41
N -0.393900 -1.964883 0.040689 0.52 0.90 -0.28
N 3.226428 -0.004814 2.434847 0.54 0.42 -0.27
C -1.907791 -3.044551 -3.262112 0.01 0.14 0.09
C -1.163041 3.259141 4.315262 0.02 -0.07 -0.50
C -1.464338 -5.319992 1.105702 0.01 -0.10 0.03
C 2.558593 -1.759713 -2.898330 0.07 0.07 0.22
C -2.077057 -3.387476 -0.813658 0.21 0.22 0.11
C -3.033132 -0.368495 1.376734 -0.02 0.29 -0.07
C -0.974445 -3.130690 0.121622 -0.24 -0.45 0.34
C -3.814059 -1.979834 -2.004138 0.09 0.00 0.04
C 2.598461 0.104421 1.470198 -1.02 -0.55 0.83
C -0.668066 -4.197850 1.081006 0.02 0.10 -0.09
C 4.141381 0.472077 -1.934315 -0.13 -0.29 0.12
C -0.069886 0.391361 4.497228 -0.05 0.18 -0.26
C 0.223858 -3.105239 3.178870 0.08 -0.17 -0.09
C 1.208463 1.302088 -4.323298 0.12 -0.05 0.31
C 1.850657 -4.051394 1.438826 -0.13 -0.04 0.13
C 0.466008 -4.159434 2.089113 0.01 0.27 -0.05
C -2.747774 1.320083 -1.215122 0.07 0.09 0.27
C 0.289089 3.836126 -1.761212 -0.10 -0.11 0.26
C -0.745496 5.149582 0.820445 0.00 -0.45 0.15
C 4.891988 0.642380 -3.245360 -0.23 0.11 -0.21
C 1.122622 -1.261602 -2.957769 0.15 0.32 -0.04
C -3.789153 2.615507 1.421681 0.51 0.10 0.03
C -2.545935 -5.498604 0.245283 0.04 0.09 -0.02
C -2.831174 -4.530610 -0.709475 -0.10 -0.16 -0.06
C 1.825941 2.753400 3.986040 -0.17 -0.04 -0.21
C 2.601084 1.919037 -4.467806 0.13 -0.34 -0.05
C 2.212979 4.177329 0.580767 -0.30 0.02 0.00
C -2.347494 -2.412447 -1.933114 -0.12 -0.09 -0.09
H 2.623914 -4.043381 2.210100 0.02 -0.02 -0.03
H -3.574643 3.628393 1.078586 -0.04 0.00 0.02
H 2.153285 2.452234 4.983473 -0.06 -0.04 0.03
H -4.816195 2.379537 1.135811 0.03 -0.11 -0.08
H 1.955995 -3.147617 0.841658 0.05 0.06 -0.06
H 1.803057 3.844722 3.971552 0.02 0.00 -0.04
H -0.862493 -3.355116 -3.217380 -0.04 -0.04 -0.05
H -0.055451 0.541258 5.578863 0.04 0.04 0.01
H 4.831047 0.711729 -1.120820 -0.01 0.00 0.03
H -1.009462 -0.103866 4.243144 0.01 -0.01 0.00
H 3.773247 -0.085804 3.271947 0.10 0.08 -0.16
H 2.851980 3.350043 0.263733 0.00 -0.01 -0.02
H 2.029445 -4.902694 0.781443 0.03 0.01 0.00
H -3.720189 0.950431 -1.547624 -0.02 0.02 0.08
H 5.587237 -0.182063 -3.406875 0.05 0.03 0.02
H 2.578794 2.427109 3.266660 -0.01 0.07 0.06
H -3.653927 -4.695111 -1.395714 0.02 0.02 0.00
H 0.670976 -1.547135 -3.909482 -0.03 -0.07 0.03
H 2.876923 2.513552 -3.596862 -0.05 0.08 -0.02
H -2.025873 -2.330794 -4.080350 0.01 -0.01 -0.01
H -3.740199 2.608309 2.511072 -0.03 -0.01 -0.02
H -0.484508 6.124762 0.405156 0.09 -0.03 -0.07
H -0.732148 -3.285491 3.672517 0.00 0.04 0.02
H -3.145095 -6.396748 0.311718 -0.01 0.00 -0.01
H -2.512632 -3.924420 -3.487151 0.00 -0.01 -0.02
H 0.443404 -5.128552 2.593514 -0.01 0.00 -0.02
H 0.202433 -2.103443 2.757613 -0.04 0.08 0.02
H -0.734088 3.689555 -2.110412 0.01 -0.03 0.00
H 0.741060 -0.292271 4.237647 -0.01 -0.01 0.00
H 0.641589 4.794634 -2.149442 0.01 0.05 0.06
H 5.467687 1.567756 -3.201215 0.07 -0.03 0.09
H -2.861318 -0.398881 2.455463 -0.01 0.02 0.00
H -1.741497 -1.527162 -1.745093 0.05 -0.03 -0.01
H 2.569989 5.084409 0.087521 -0.01 0.00 -0.02
H -1.237546 -6.101831 1.822063 -0.01 0.03 0.00
H 3.292313 1.145611 -1.870602 -0.01 0.14 0.00
H 0.460275 2.090952 -4.421713 -0.02 -0.04 -0.07
H 0.545739 -1.709862 -2.149555 -0.10 -0.04 -0.02
H 1.011779 -3.151150 3.935010 -0.01 0.00 -0.01
H 3.106169 -1.502342 -3.794202 0.03 -0.04 -0.16
H -3.927701 -1.178624 -2.736661 -0.03 -0.04 -0.03
H -2.186515 3.020121 4.024589 0.02 -0.01 0.06
H 2.544602 -2.848711 -2.808877 0.04 0.01 0.01
H -4.075509 -0.643434 1.196983 -0.02 0.06 0.00
H 2.597737 2.574248 -5.339641 -0.01 0.08 0.05
H 0.909351 3.048072 -2.189178 0.01 0.07 0.06
H -2.396534 -1.118026 0.908601 -0.01 0.01 0.02
H -2.610612 2.320018 -1.631661 0.01 0.00 0.00
H -0.953792 4.279483 3.990789 -0.03 0.01 0.01
H 1.034079 0.562945 -5.104524 -0.05 0.04 -0.04
H 2.339410 4.311303 1.655647 0.01 -0.01 -0.01
H -1.974601 0.671089 -1.632303 -0.02 0.04 -0.01
H -4.464075 -2.802379 -2.307022 -0.02 0.01 0.02
H -1.784457 4.943404 0.558892 0.01 0.03 0.00
H -0.676587 5.218731 1.906649 -0.02 0.04 0.00
H -4.154904 -1.608087 -1.036630 -0.05 -0.02 -0.03
H -1.108847 3.243054 5.405287 0.08 -0.09 0.02
```
Forces are in eV/Å.

- Net charge: +1
- Largest force on an atom: 0.0278 Eh/bohr
- <S²>: 0.7932
- LUMO level (spin up / spin down): -4.73 / -4.81 eV
- E_HOMO (spin up / spin down): -9.58 / -10.25 eV
- HOMO-LUMO gap (spin up / spin down): 4.84 / 5.44 eV
- 2S+1: 2

Atomic partial charges in e from the Mulliken method, atoms 1 to 6:
1 Au 0.2583
2 Ge -0.0041
3 S 0.3186
4 S -0.0695
5 S -0.1426
6 Si 0.1607